1.
C13H33ClIO20P5S | wB97M-V/def2-TZVPD

The geometry in XYZ format:
```
74
Properties=species:S:1:pos:R:3
O 3.67 1.13 -4.04
C 3.47 0.08 -3.41
C 2.82 -1.15 -4.22
C 1.23 -0.88 -4.27
Cl 0.98 -0.27 -5.97
O 0.98 0.01 -3.15
S 0.62 -0.99 -1.84
O 0.14 -0.04 -0.81
O 1.68 -1.91 -1.35
O -0.47 -1.95 -2.67
C 0.20 -2.13 -3.96
I 1.03 -4.17 -4.14
P -1.10 -2.04 -5.38
P -2.53 -0.42 -5.00
O -2.40 0.62 -6.13
O -4.13 -1.02 -5.03
O -2.18 0.35 -3.52
H 3.71 -0.09 -2.31
H 3.12 -2.10 -3.68
H 3.26 -1.13 -5.27
H -1.91 -3.23 -5.39
H -4.54 -0.71 -5.87
H -2.52 1.27 -3.55
C 6.96 5.04 -5.70
O 6.68 4.69 -4.35
P 5.87 5.90 -3.44
O 6.12 5.17 -2.13
O 4.42 5.46 -4.08
C 3.98 4.12 -3.91
O 5.10 7.24 -2.70
C 5.72 7.78 -1.53
H 7.45 4.20 -6.19
H 6.03 5.27 -6.24
H 7.63 5.91 -5.74
H 4.51 3.60 -3.11
H 4.14 3.58 -4.85
H 2.92 4.12 -3.69
H 6.80 7.82 -1.65
H 5.45 7.18 -0.66
H 5.34 8.79 -1.38
C -2.39 -3.81 3.34
O -1.41 -4.73 2.86
P 0.17 -4.05 2.68
O 0.65 -5.27 1.91
O 0.47 -4.23 4.28
C 0.38 -5.53 4.85
O 1.64 -3.20 2.52
C 2.25 -3.20 1.24
H -3.34 -4.34 3.45
H -2.10 -3.40 4.31
H -2.52 -2.99 2.62
H 0.42 -6.32 4.11
H -0.56 -5.61 5.40
H 1.20 -5.66 5.56
H 1.51 -3.07 0.45
H 2.81 -4.12 1.09
H 2.96 -2.36 1.20
C -7.84 0.78 4.38
O -6.91 -0.28 4.56
P -5.71 0.01 5.75
O -4.89 -1.20 5.30
O -6.75 -0.41 6.94
C -7.34 -1.70 6.91
O -4.58 0.49 6.95
C -3.21 0.49 6.59
H -8.57 0.48 3.62
H -8.37 1.00 5.31
H -7.32 1.68 4.03
H -6.80 -2.39 6.26
H -8.37 -1.61 6.55
H -7.36 -2.10 7.92
H -3.06 0.88 5.58
H -2.81 -0.53 6.66
H -2.67 1.12 7.30
```

- Gap between HOMO and LUMO: 7.1 eV
- Total energy: -4882.51883 hartree
- LUMO: -0.08726 Eh

2.
C13H34N3O5P | wB97M-V/def2-TZVPD

The geometry in XYZ format:
```
56
Properties=species:S:1:pos:R:3
O -0.84 -0.68 -1.40
C -1.67 -0.05 -1.92
N -2.59 0.25 -2.66
P -4.22 -0.11 -1.89
H -4.47 -1.09 -2.90
H -4.64 1.24 -2.09
H -3.59 -0.57 -0.68
H -5.51 -0.39 -1.28
C 1.60 3.63 1.55
O 0.63 4.00 2.52
C 0.35 5.40 2.54
C -1.07 5.66 2.05
N -1.19 5.40 0.62
C -2.57 5.40 0.14
C -3.50 4.30 0.68
O -3.16 2.99 0.26
C -2.18 2.35 1.06
H 1.85 2.58 1.71
H 1.20 3.74 0.54
H 2.51 4.22 1.66
H 1.08 5.97 1.96
H 0.43 5.73 3.58
H -1.33 6.71 2.25
H -1.74 5.02 2.63
H -0.78 4.50 0.41
H -2.53 5.29 -0.95
H -3.02 6.38 0.34
H -4.50 4.49 0.26
H -3.62 4.35 1.77
H -2.24 2.66 2.11
H -1.18 2.53 0.67
H -2.36 1.27 1.01
C 5.06 -4.88 -0.43
O 4.08 -4.51 0.53
C 3.73 -3.13 0.48
C 2.30 -2.96 -0.01
N 2.18 -3.29 -1.42
C 0.79 -3.38 -1.89
C -0.08 -4.49 -1.30
O 0.33 -5.81 -1.66
C 1.34 -6.37 -0.84
H 5.36 -5.91 -0.23
H 4.65 -4.84 -1.44
H 5.94 -4.24 -0.36
H 4.43 -2.55 -0.13
H 3.80 -2.76 1.51
H 1.99 -1.92 0.15
H 1.66 -3.60 0.61
H 2.63 -4.18 -1.59
H 0.84 -3.54 -2.97
H 0.30 -2.42 -1.74
H -1.08 -4.37 -1.71
H -0.19 -4.41 -0.21
H 1.27 -6.02 0.20
H 2.33 -6.16 -1.25
H 1.21 -7.45 -0.84
```

- Gap between HOMO and LUMO: 8.9 eV
- SMILES: O=C=N[PH4].COCCNCCOC.COCCNCCOC
- ΔE to the lowest compared entry with this formula, charge and spin: 6.4435 eV
- Total energy: -1397.34898 hartree
- LUMO: 0.01735 Eh

3.
C13H34N3O7 | wB97M-V/def2-TZVPD

The geometry in XYZ format:
```
57
Properties=species:S:1:pos:R:3
N 6.79 5.05 -19.20
O 7.62 5.28 -18.29
O 7.16 4.24 -20.06
O 5.84 5.75 -19.29
C 11.26 2.53 -14.69
C 10.26 2.67 -15.84
C 9.07 3.36 -15.26
O 10.93 3.42 -16.84
H 12.13 2.04 -15.13
H 10.89 2.06 -13.78
H 11.52 3.51 -14.29
H 10.03 1.70 -16.27
H 9.23 4.31 -14.75
H 8.38 2.71 -14.72
H 8.45 3.65 -16.10
H 11.04 2.91 -17.65
C 6.38 8.44 -16.14
O 5.32 8.15 -15.19
C 4.31 7.27 -15.76
C 3.29 7.80 -16.85
N 3.77 8.06 -18.16
C 2.71 8.25 -19.17
C 1.85 7.11 -19.56
O 0.73 7.23 -18.70
C 0.10 5.95 -18.63
H 6.08 9.18 -16.88
H 6.65 7.50 -16.63
H 7.19 8.98 -15.66
H 3.74 6.82 -14.95
H 4.76 6.35 -16.14
H 2.83 8.68 -16.41
H 2.56 6.99 -16.89
H 4.48 7.35 -18.28
H 3.15 8.70 -20.05
H 2.11 9.04 -18.72
H 2.31 6.12 -19.47
H 1.44 7.22 -20.57
H -0.79 6.03 -18.00
H 0.74 5.22 -18.13
H -0.35 5.66 -19.58
C 3.76 1.49 -25.28
C 5.05 2.38 -25.19
C 4.74 3.67 -24.40
O 5.92 4.40 -23.92
C 5.68 5.45 -23.07
N 6.04 1.48 -24.62
H 3.40 1.06 -24.34
H 3.73 0.90 -26.19
H 2.98 2.24 -25.38
H 5.41 2.67 -26.18
H 4.11 3.50 -23.52
H 4.13 4.23 -25.11
H 5.02 6.17 -23.56
H 6.67 5.91 -23.05
H 5.49 5.32 -22.00
H 6.96 1.89 -24.66
H 6.20 0.69 -25.23
```

- Gap between HOMO and LUMO (spin up / spin down): 7.9 / 4.0 eV
- 2S+1: 2
- Total energy: -1206.29093 hartree
- LUMO (spin up / spin down): -0.02395 / -0.16662 Eh

4.
C13H34N3O7PSW | wB97M-V/def2-TZVPD

The geometry in XYZ format:
```
60
Properties=species:S:1:pos:R:3
W -0.44 0.15 -0.28
O -3.75 -0.28 -2.44
S -2.87 0.40 -1.53
O -2.60 -0.40 -0.28
O -3.27 1.75 -1.21
O -1.41 0.34 -2.14
C 1.84 0.29 -2.32
N 1.72 0.52 -0.86
C 2.67 -0.37 -0.16
C 2.09 1.91 -0.49
C 1.20 2.90 -1.18
N -0.23 2.62 -0.94
C -0.69 3.36 0.25
C -0.94 3.17 -2.12
H 2.81 0.65 -2.69
H 1.03 0.79 -2.85
H 1.76 -0.78 -2.50
H 3.70 -0.13 -0.47
H 2.45 -1.40 -0.40
H 2.58 -0.22 0.91
H 3.14 2.11 -0.73
H 1.97 1.97 0.60
H 1.38 2.86 -2.25
H 1.45 3.91 -0.86
H -0.59 4.44 0.08
H -0.10 3.07 1.11
H -1.74 3.12 0.42
H -0.67 4.23 -2.22
H -2.01 3.06 -1.99
H -0.64 2.63 -3.01
C 1.09 -4.15 -1.67
O 0.89 -2.77 -1.36
P -0.43 -2.30 -0.55
O -1.60 -3.05 -1.32
C -1.93 -2.80 -2.70
O -0.45 -3.30 0.70
C 0.54 -3.15 1.72
H 1.48 -4.68 -0.80
H 1.82 -4.20 -2.48
H 0.16 -4.63 -1.98
H -2.71 -3.51 -2.95
H -1.06 -2.97 -3.33
H -2.31 -1.79 -2.84
H 0.09 -3.42 2.67
H 0.89 -2.12 1.74
H 1.38 -3.82 1.51
C -0.89 1.81 3.33
C -0.47 0.40 2.88
C -1.61 -0.57 3.21
C 0.82 0.04 3.63
N -0.26 0.37 1.45
H -1.10 1.81 4.40
H -1.78 2.13 2.79
H -0.09 2.53 3.15
H -1.94 -0.44 4.25
H -1.30 -1.60 3.07
H -2.45 -0.36 2.54
H 0.63 0.06 4.71
H 1.60 0.77 3.41
H 1.19 -0.95 3.37
```

- Gap between HOMO and LUMO: 7.2 eV
- ΔE to the lowest compared entry with this formula, charge and spin: 0.9029 eV
- Total energy: -2013.39267 hartree
- LUMO: 0.01302 Eh

5.
C13H35N2O2PTa | wB97M-V/def2-TZVPD

The geometry in XYZ format:
```
54
Properties=species:S:1:pos:R:3
C 0.34 -2.87 3.46
C -0.57 -3.67 2.53
C -2.00 -3.13 2.45
C -2.26 -2.24 1.23
N -1.18 -1.30 0.92
Ta -0.48 -1.01 -1.02
O 1.38 -1.69 -0.82
C 2.10 -1.50 0.37
C 3.47 -0.89 0.12
N 3.41 0.42 -0.50
C 2.86 1.46 0.37
C 2.67 2.82 -0.33
C 3.05 2.85 -1.79
O 3.45 3.84 0.33
P -2.76 0.20 -1.47
C -2.78 1.83 -0.56
C -3.31 1.67 0.87
C -2.74 0.79 -3.23
C -1.70 1.85 -3.62
H 1.34 -2.70 3.04
H 0.48 -3.36 4.43
H -0.07 -1.88 3.66
H -0.14 -3.68 1.53
H -0.60 -4.71 2.87
H -2.23 -2.55 3.36
H -2.72 -3.95 2.43
H -2.42 -2.88 0.35
H -3.21 -1.71 1.37
H -1.32 -0.46 1.47
H -1.22 -2.51 -1.85
H -0.17 -0.50 -2.76
H 0.11 0.73 -0.67
H 2.25 -2.45 0.89
H 1.53 -0.87 1.07
H 4.02 -0.88 1.09
H 4.01 -1.54 -0.57
H 4.34 0.69 -0.79
H 1.88 1.10 0.69
H 3.47 1.63 1.27
H 1.61 3.08 -0.25
H 2.49 2.09 -2.33
H 2.84 3.83 -2.21
H 4.12 2.66 -1.94
H 2.88 4.34 0.94
H -1.79 2.28 -0.55
H -3.44 2.51 -1.13
H -4.40 1.67 0.88
H -2.96 2.48 1.52
H -2.99 0.72 1.30
H -2.57 -0.12 -3.81
H -3.75 1.14 -3.47
H -2.10 2.57 -4.35
H -0.82 1.38 -4.05
H -1.37 2.43 -2.76
```

- Gap between HOMO and LUMO: 6.2 eV
- Total charge: -1
- Total energy: -1174.60774 hartree
- LUMO: 0.10703 Eh

6.
C13H36N4O9P3 | wB97M-V/def2-TZVPD

The geometry in XYZ format:
```
65
Properties=species:S:1:pos:R:3
N 3.51 -3.08 -0.82
C 4.08 -2.27 -1.92
C 4.09 -2.94 -3.30
C 2.76 -3.04 -4.05
C 1.58 -3.68 -3.31
N 0.83 -2.63 -2.60
C -0.44 -2.51 -2.56
N -1.26 -3.38 -3.24
C -2.30 -3.96 -2.35
C -3.68 -3.34 -2.61
O -4.55 -3.65 -1.55
N -1.07 -1.45 -1.83
P -0.59 -1.35 -0.14
O -1.78 -1.34 0.71
P -0.95 0.02 -2.71
O 0.19 0.01 -3.63
O -2.32 0.09 -3.50
O -0.99 1.23 -1.71
H 3.40 -4.05 -1.07
H 2.64 -2.71 -0.46
H 3.64 -1.27 -1.93
H 5.13 -2.13 -1.65
H 4.74 -2.32 -3.92
H 4.60 -3.91 -3.23
H 2.43 -2.08 -4.46
H 2.93 -3.69 -4.91
H 1.87 -4.47 -2.63
H 0.94 -4.15 -4.05
H 1.39 -1.94 -2.11
H -1.66 -2.92 -4.06
H -2.02 -3.84 -1.31
H -2.39 -5.03 -2.54
H -3.60 -2.25 -2.73
H -4.13 -3.80 -3.49
H -4.21 -3.27 -0.73
H 0.22 -2.48 0.09
H 0.22 -0.22 0.07
H -2.31 0.84 -4.11
H -0.10 1.37 -1.33
O 0.22 1.37 3.53
P -0.46 2.67 3.73
O -0.50 3.39 2.28
C -1.17 2.72 1.22
C -2.68 2.70 1.39
O 0.69 3.56 4.45
C 1.71 2.96 5.26
C 3.03 2.97 4.53
O -1.68 3.39 4.44
C -1.69 4.75 4.91
C -1.82 5.77 3.80
H -0.78 1.70 1.12
H -0.92 3.26 0.30
H -2.96 2.13 2.27
H -3.16 2.25 0.52
H -3.06 3.71 1.52
H 1.42 1.95 5.55
H 1.78 3.55 6.17
H 2.94 2.51 3.54
H 3.79 2.42 5.10
H 3.38 3.99 4.38
H -0.83 4.96 5.55
H -2.56 4.81 5.55
H -0.89 5.87 3.23
H -2.05 6.75 4.23
H -2.61 5.50 3.11
```

- Gap between HOMO and LUMO: 7.9 eV
- Total charge: +1
- Total energy: -2437.09767 hartree
- LUMO: -0.15717 Eh

7.
C13H36O5 | wB97M-V/def2-TZVPD

The geometry in XYZ format:
```
54
Properties=species:S:1:pos:R:3
C -1.16 34.75 -11.14
C -0.40 33.42 -11.02
C 1.07 33.69 -10.73
O -0.82 32.66 -10.10
H -1.20 35.34 -10.21
H -2.21 34.55 -11.30
H -0.88 35.37 -11.99
H -0.47 32.88 -11.90
H 1.60 32.72 -10.90
H 1.23 34.09 -9.74
H 1.53 34.42 -11.36
H -0.71 31.77 -10.36
C 3.03 35.37 -4.21
C 4.51 35.37 -4.49
C 5.25 36.58 -3.86
O 5.12 34.40 -4.04
H 2.44 36.13 -4.77
H 2.70 35.65 -3.17
H 2.63 34.44 -4.54
H 4.65 35.39 -5.58
H 4.90 37.45 -4.38
H 6.25 36.50 -4.11
H 5.07 36.63 -2.78
H 6.03 34.36 -4.39
C 0.62 32.78 -6.80
C -0.63 33.70 -6.93
C -0.78 34.64 -5.73
O -0.72 34.37 -7.99
H 0.52 32.25 -5.85
H 1.51 33.41 -6.74
H 0.73 32.03 -7.63
H -1.54 33.09 -6.92
H -1.54 35.35 -5.93
H 0.12 35.16 -5.40
H -0.92 34.12 -4.76
H -0.76 33.84 -8.79
C 5.86 34.99 -8.21
C 5.45 33.57 -7.76
C 4.14 33.12 -8.20
O 6.30 32.69 -7.99
H 6.94 35.08 -8.27
H 5.55 35.65 -7.49
H 5.48 35.30 -9.17
H 5.31 33.58 -6.65
H 3.90 32.11 -8.08
H 4.10 33.22 -9.28
H 3.28 33.70 -7.85
H 5.94 31.79 -7.93
C 2.67 36.37 -8.55
O 2.24 35.82 -7.30
H 3.62 36.83 -8.38
H 1.88 37.06 -8.93
H 2.84 35.55 -9.24
H 1.54 35.16 -7.50
```

- Gap between HOMO and LUMO: 9.5 eV
- SMILES: CC(C)O.CC(C)O.CC(C)O.CC(C)O.CO
- ΔE to the lowest compared entry with this formula, charge and spin: 4.4986 eV
- Total energy: -892.90554 hartree
- LUMO: 0.01340 Eh

8.
C13H38AsF6O14 | wB97M-V/def2-TZVPD

The geometry in XYZ format:
```
72
Properties=species:S:1:pos:R:3
As 0.50 -0.66 -0.73
F 1.69 -0.83 -2.03
F 1.80 -0.60 0.50
F -0.81 -0.72 0.51
F -0.82 -0.43 -1.88
F 0.50 -2.45 -0.76
F 0.53 1.17 -0.59
O 0.52 1.83 -4.30
H -0.13 2.51 -4.17
H 0.17 1.07 -3.83
O 2.78 -0.55 2.97
H 2.46 -0.57 2.07
H 2.01 -0.32 3.49
O -4.02 -0.57 -2.64
H -4.94 -0.78 -2.46
H -3.58 -0.67 -1.80
C -3.93 -1.42 2.54
C -3.10 -0.13 3.04
C -3.90 1.15 3.33
O -3.56 1.44 4.69
C -2.78 0.51 5.19
O -2.10 0.57 6.25
O -2.60 -0.44 4.31
H -4.99 -1.26 2.70
H -3.54 -2.36 2.93
H -3.82 -1.29 1.46
H -2.27 0.15 2.40
H -4.98 0.99 3.33
H -3.58 2.00 2.73
C -1.09 3.31 0.83
C -0.75 4.53 1.76
C -1.18 5.85 1.27
O -1.92 6.44 2.41
C -2.10 5.53 3.38
O -2.84 5.65 4.40
O -1.49 4.37 3.00
H -0.89 2.32 1.23
H -0.63 3.34 -0.16
H -2.18 3.29 0.79
H 0.34 4.49 1.87
H -1.87 5.87 0.42
H -0.35 6.47 0.94
C 3.98 2.16 1.05
O 3.40 3.43 1.01
H 3.29 1.50 0.52
H 4.89 2.15 0.45
H 4.19 1.84 2.08
H 3.96 4.07 1.46
C 4.53 -3.08 -0.43
O 3.31 -3.76 -0.14
H 4.90 -3.24 -1.44
H 4.44 -2.04 -0.14
H 5.24 -3.59 0.22
H 2.68 -3.27 -0.69
C 3.95 0.01 -4.18
O 3.62 0.68 -3.00
H 3.28 0.23 -5.01
H 4.94 0.38 -4.42
H 4.03 -1.07 -4.01
H 3.00 0.16 -2.50
C 1.13 -4.36 -3.68
O 1.77 -4.87 -4.85
H 0.10 -4.07 -3.86
H 1.15 -5.11 -2.89
H 1.58 -3.38 -3.56
H 2.07 -4.10 -5.34
C -2.80 -4.57 -1.48
O -2.92 -5.79 -0.74
H -1.82 -4.16 -1.24
H -2.77 -4.72 -2.56
H -3.50 -3.82 -1.13
H -2.19 -6.41 -0.86
```

- Gap between HOMO and LUMO (spin up / spin down): 9.0 / 2.1 eV
- 2S+1: 2
- Total energy: -4406.29324 hartree
- LUMO (spin up / spin down): -0.03420 / -0.28576 Eh

Question: Which of these has the lowest total energy?
Answer: C13H33ClIO20P5S